The following is a DFT calculation (ωB97M-V/def2-TZVPD) of a molecular structure, C44H54CaNO5SSi in a non-equilibrium geometry.

Values from the calculation:
- Electronic energy: -95389.190 eV
- Total charge: -1
- LUMO level: 2.38 eV

```
107
Properties=species:S:1:pos:R:3:mulliken_charge:R:1
Ca 0.177 0.191 -0.508 0.98
C 3.480 4.002 -0.493 -1.73
C 2.562 4.471 0.642 1.16
C 1.264 5.028 0.050 -1.71
C 2.312 3.384 1.678 0.56
C 3.270 2.403 1.937 -0.51
C 3.085 1.453 2.927 -0.44
C 1.928 1.425 3.698 0.79
C 1.723 0.363 4.744 -1.79
C 0.972 2.400 3.447 -0.77
C 1.158 3.359 2.458 -0.67
H 3.545 4.772 -1.263 0.46
H 3.081 3.098 -0.957 0.36
H 4.491 3.802 -0.138 0.44
H 3.070 5.291 1.166 0.23
H 0.661 4.217 -0.366 0.23
H 1.494 5.724 -0.757 0.50
H 0.673 5.566 0.793 0.48
H 4.185 2.367 1.361 0.26
H 3.854 0.709 3.098 0.34
H 2.593 0.285 5.397 0.53
H 1.569 -0.610 4.268 0.15
H 0.850 0.580 5.359 0.36
H 0.059 2.411 4.031 0.56
H 0.383 4.100 2.311 0.23
C 3.685 -1.994 1.834 -1.37
C 2.660 -3.126 1.719 -0.07
C 2.504 -3.569 0.260 -1.05
C 1.312 -2.792 2.335 0.36
C 0.770 -3.700 3.236 -0.95
C -0.448 -3.482 3.860 -1.38
C -1.118 -2.296 3.604 -0.49
C -0.622 -1.367 2.703 1.01
C -1.331 -0.040 2.504 1.63
C -2.535 -0.168 1.560 -0.93
C -1.793 0.581 3.826 -2.00
C 0.575 -1.632 1.980 2.00
O 0.981 -0.794 1.049 -1.56
H 4.623 -2.291 1.357 0.51
H 3.889 -1.769 2.883 0.34
H 3.310 -1.093 1.355 -0.06
H 3.058 -3.977 2.281 0.56
H 2.188 -2.719 -0.347 -0.08
H 1.754 -4.357 0.180 0.30
H 3.450 -3.948 -0.134 0.47
H 1.332 -4.600 3.463 0.36
H -0.855 -4.211 4.550 0.36
H -2.049 -2.097 4.124 0.32
H -0.598 0.649 2.064 -0.89
H -3.288 -0.801 2.028 -0.21
H -2.273 -0.631 0.609 0.24
H -2.979 0.811 1.357 0.45
H -2.669 0.057 4.215 0.48
H -2.072 1.627 3.676 0.42
H -1.006 0.531 4.579 0.31
C -5.582 -3.159 2.063 -1.47
C -4.561 -3.706 1.102 1.01
C -4.591 -3.359 -0.246 -0.90
C -3.650 -3.857 -1.132 -0.66
C -2.660 -4.702 -0.654 0.14
C -2.586 -5.033 0.689 -0.08
C -3.544 -4.541 1.559 -0.49
S -1.571 -5.519 -1.804 1.29
O -2.405 -6.310 -2.667 -0.75
O -0.527 -6.163 -1.055 -0.70
N -0.871 -4.357 -2.726 -0.35
C 0.114 -3.504 -2.036 -0.05
C 0.213 -2.156 -2.761 -0.94
C -1.151 -1.438 -2.654 0.74
O -1.994 -1.731 -3.508 -0.79
O -1.321 -0.656 -1.660 -1.19
H -6.450 -2.771 1.531 0.36
H -5.160 -2.341 2.652 0.23
H -5.911 -3.933 2.758 0.41
H -5.362 -2.693 -0.613 0.34
H -3.683 -3.578 -2.177 0.35
H -1.784 -5.676 1.030 0.47
H -3.498 -4.812 2.608 0.31
H -1.574 -3.791 -3.213 0.44
H 1.068 -4.027 -2.058 0.47
H -0.151 -3.343 -0.982 -0.10
H 0.428 -2.343 -3.812 0.37
H 1.019 -1.560 -2.326 0.19
C 3.683 4.842 -4.375 -0.43
C 3.968 3.483 -4.313 -0.60
C 3.019 2.598 -3.825 -0.10
C 1.764 3.028 -3.384 0.02
C 1.503 4.398 -3.455 -0.20
C 2.444 5.295 -3.944 -0.64
Si 0.494 1.739 -2.731 1.10
C -1.158 2.550 -3.257 0.38
C -1.764 2.206 -4.469 -0.28
C -2.931 2.820 -4.899 -0.64
C -3.526 3.806 -4.122 -0.40
C -2.954 4.152 -2.907 -0.63
C -1.793 3.521 -2.481 -0.24
H 4.418 5.540 -4.756 0.35
H 4.932 3.121 -4.651 0.37
H 3.253 1.537 -3.777 0.31
H 0.539 4.772 -3.129 0.38
H 2.213 6.354 -3.989 0.34
H 0.657 0.738 -3.849 -0.46
H -1.311 1.435 -5.082 0.32
H -3.379 2.528 -5.841 0.37
H -4.431 4.295 -4.460 0.35
H -3.419 4.911 -2.288 0.39
H -1.370 3.796 -1.518 0.21
```

The following is a DFT calculation (ωB97M-V/def2-TZVPD) of a molecular structure, C44H54F5FeN3O7Se2.

Values from the calculation:
- Electronic energy: -243975.718 eV
- Multiplicity: 6
- Total charge: -1
- LUMO level (spin up / spin down): 2.07 / 0.62 eV

```
116
Properties=species:S:1:pos:R:3:mulliken_spin:R:1
Fe 0.330 0.306 -1.355 2.81
C -1.691 5.453 2.907 0.00
C -2.692 5.257 1.769 -0.01
C -2.865 6.601 1.049 0.00
C -4.035 4.833 2.379 0.00
C -2.230 4.198 0.771 0.01
C -1.059 3.491 0.931 0.06
C -0.706 2.512 -0.018 -0.02
N 0.362 1.666 0.006 0.29
C 1.426 1.569 0.857 -0.01
C 1.906 2.523 1.774 0.04
C 2.975 2.207 2.582 0.01
C 3.529 0.911 2.488 0.07
C 3.118 -0.048 1.586 0.02
C 2.082 0.321 0.696 0.07
O 1.666 -0.459 -0.267 0.15
C 3.744 -1.438 1.500 -0.01
C 4.723 -1.682 2.648 0.00
C 2.653 -2.519 1.586 0.03
C 4.503 -1.561 0.170 -0.01
C 3.556 3.189 3.596 0.00
C 2.908 4.570 3.491 0.00
C 5.063 3.350 3.361 0.00
C 3.319 2.653 5.014 0.00
C -1.557 2.219 -1.113 0.13
O -1.192 1.250 -1.915 0.12
C -2.765 2.933 -1.281 -0.02
C -3.049 3.902 -0.339 0.10
C -3.704 2.588 -2.430 0.01
C -4.157 1.127 -2.298 0.00
C -2.980 2.789 -3.768 0.00
C -4.955 3.469 -2.427 0.00
H -2.050 6.238 3.576 0.00
H -0.711 5.754 2.535 0.00
H -1.569 4.544 3.498 0.00
H -3.210 7.366 1.748 0.00
H -3.593 6.533 0.242 0.00
H -1.919 6.931 0.618 0.00
H -4.354 5.555 3.134 0.00
H -3.950 3.854 2.853 0.00
H -4.817 4.772 1.623 0.00
H -0.432 3.659 1.788 0.00
H 1.468 3.505 1.797 0.02
H 4.343 0.665 3.156 0.01
H 4.244 -1.572 3.624 0.00
H 5.580 -1.008 2.605 0.00
H 5.107 -2.701 2.576 0.00
H 2.048 -2.389 2.489 0.00
H 3.123 -3.504 1.631 0.00
H 1.989 -2.490 0.726 -0.01
H 5.395 -0.932 0.186 0.00
H 3.895 -1.255 -0.683 0.02
H 4.817 -2.596 0.009 0.00
H 3.041 5.001 2.498 0.00
H 3.368 5.244 4.216 0.00
H 1.839 4.533 3.709 0.00
H 5.260 3.701 2.347 0.00
H 5.596 2.410 3.499 0.00
H 5.480 4.075 4.063 0.00
H 2.251 2.554 5.213 0.00
H 3.746 3.333 5.755 0.00
H 3.777 1.673 5.150 0.00
H -3.967 4.462 -0.446 0.02
H -3.312 0.445 -2.375 0.00
H -4.867 0.890 -3.093 0.00
H -4.648 0.962 -1.337 0.00
H -2.086 2.175 -3.833 0.00
H -2.692 3.835 -3.893 0.00
H -3.645 2.519 -4.592 0.00
H -5.535 3.353 -1.510 0.00
H -5.594 3.177 -3.262 0.00
H -4.709 4.525 -2.551 0.00
C -2.312 -7.690 -0.580 0.00
C -2.447 -6.377 -1.337 0.00
N -1.840 -5.247 -0.647 0.00
C -0.384 -5.130 -0.655 0.05
C 0.285 -5.578 0.636 -0.01
C -2.649 -4.365 -0.023 0.00
O -3.854 -4.527 0.114 0.00
C -2.007 -3.119 0.525 -0.01
C -1.893 -2.937 1.895 0.00
C -1.356 -1.752 2.370 0.00
C -0.974 -0.785 1.454 0.01
N -1.121 -0.935 0.140 0.02
C -1.619 -2.082 -0.310 0.00
H -2.782 -8.499 -1.138 0.00
H -2.797 -7.616 0.393 0.00
H -1.266 -7.956 -0.424 0.00
H -3.499 -6.136 -1.478 0.00
H -1.978 -6.453 -2.322 0.00
H -0.094 -4.106 -0.883 -0.05
H -0.030 -5.737 -1.490 0.01
H -0.085 -5.006 1.487 0.00
H 1.360 -5.402 0.565 -0.01
H 0.120 -6.636 0.836 0.01
H -2.226 -3.713 2.572 0.00
H -1.237 -1.570 3.429 0.00
H -0.550 0.152 1.788 0.00
H -1.724 -2.168 -1.386 0.01
F 0.021 -4.122 -7.653 0.00
C 0.541 -3.960 -6.433 0.06
C 1.916 -3.940 -6.261 -0.02
F 2.718 -4.071 -7.323 0.00
C 2.443 -3.794 -4.990 0.07
F 3.770 -3.785 -4.882 0.00
C 1.630 -3.665 -3.866 0.00
Se 2.370 -3.443 -2.151 0.85
C 0.255 -3.682 -4.075 -0.05
F -0.599 -3.598 -3.055 -0.01
C -0.294 -3.831 -5.336 -0.02
F -1.620 -3.866 -5.505 0.00
O 1.775 -0.020 -5.127 0.01
Se 1.853 -0.156 -3.530 0.00
O 0.398 -0.801 -2.865 0.03
O 1.785 1.264 -2.668 0.07
O 3.066 -1.135 -3.048 0.07
```

The highest electronic energy belongs to which entry? C44H54CaNO5SSi

Which of these has the lowest electronic energy? C44H54F5FeN3O7Se2